A 13-piece molecular cluster, C52H112ClNO35P2S4 overall, computed with ωB97M-V/def2-TZVPD.

```
207
Properties=species:S:1:pos:R:3:forces:R:3
C 5.61466 2.37404 -1.56726 -1.17 -0.26 -0.46
C 4.92418 0.99482 -1.45009 1.21 -0.58 -0.30
C 5.16811 0.19365 -2.76337 -1.13 -1.03 0.94
N 4.58078 -1.28358 -2.78467 -1.45 -0.86 0.36
C 5.00252 -2.14675 -4.04627 1.47 0.77 1.04
C 6.45562 -2.64735 -3.94519 1.04 -0.59 0.14
C 6.90841 -3.30201 -2.59320 -1.47 1.00 0.34
C 6.36296 -2.45795 -1.41326 0.19 0.73 -0.35
C 4.87831 -2.10745 -1.50255 1.08 -0.10 -1.43
C 3.04790 -1.23427 -2.84633 0.24 0.63 -0.79
H 5.12355 3.00782 -0.82887 0.83 0.15 0.30
H 5.36531 2.88957 -2.49471 -0.02 -0.15 -0.27
H 6.70078 2.29035 -1.52960 -0.13 0.18 0.43
H 3.86968 1.10017 -1.19507 -0.05 -0.04 -0.30
H 5.41287 0.50573 -0.60743 -0.14 -0.24 0.08
H 6.22680 0.04260 -2.97424 -0.14 0.44 -0.19
H 4.59572 0.77082 -3.48955 0.44 -0.46 -0.66
H 4.86604 -1.51593 -4.92464 -0.09 0.05 0.14
H 4.40178 -3.04786 -4.16962 -0.64 0.42 0.61
H 7.23848 -1.96670 -4.27976 -0.36 0.79 0.33
H 6.60371 -3.42025 -4.69937 -0.49 -0.18 -0.17
H 7.99460 -3.26899 -2.50832 -0.09 -0.47 -0.26
H 6.49888 -4.31088 -2.54268 0.31 -0.16 0.06
H 6.95042 -1.54115 -1.46309 -0.07 0.40 0.19
H 6.55024 -2.81680 -0.40120 0.04 -0.55 -0.19
H 4.53095 -1.59280 -0.60669 -0.25 -0.04 -0.38
H 4.32130 -3.02106 -1.71030 -0.17 0.06 0.52
H 2.55123 -2.20453 -2.84376 0.70 -0.20 -0.05
H 2.82508 -0.79291 -3.81776 -0.29 0.24 0.17
H 2.59607 -0.67754 -2.02535 0.38 0.26 -0.04
Cl -0.45616 0.41009 -0.46113 -4.86 1.01 0.64
O -0.65312 0.80117 -1.81756 -0.27 -0.44 -1.55
O 0.23453 1.43872 0.16059 2.24 2.75 1.98
O -1.76794 0.26052 0.21818 0.93 0.00 -0.86
O 0.23271 -0.78688 -0.33523 1.99 -3.31 -0.28
C 1.17249 2.69087 -4.61552 -0.62 0.82 0.45
C 0.32438 3.68417 -3.72342 0.01 -0.84 -1.07
C -1.08509 3.39907 -4.18898 -0.06 0.46 -0.50
S -0.98263 3.48278 -6.01109 -0.14 1.55 0.08
O -0.95951 4.89394 -6.49376 -0.35 -2.40 0.93
O -1.95408 2.52623 -6.52046 0.75 0.77 -0.14
C 0.73959 2.88701 -6.09812 -0.18 -0.60 0.59
H 0.93074 1.65491 -4.37793 0.15 0.02 0.43
H 2.21588 2.91590 -4.39461 0.18 -0.30 -0.49
H 0.63012 4.69143 -4.00632 -0.04 0.18 0.39
H 0.38492 3.50336 -2.65022 0.30 0.03 -0.17
H -1.87710 4.07091 -3.85817 0.16 0.12 -0.16
H -1.33558 2.37876 -3.89860 -0.25 -0.07 -0.26
H 1.38257 3.55726 -6.66859 -0.38 0.08 0.01
H 0.62154 1.91413 -6.57526 0.31 0.04 -0.22
C -3.26365 2.94170 2.16357 -0.71 -0.25 0.53
C -4.20500 1.83535 2.83222 1.17 1.45 0.42
C -3.31496 1.21076 3.92764 1.44 0.94 -0.63
S -2.46951 2.69139 4.76528 0.27 -0.65 0.13
O -1.05095 2.44780 5.16353 -2.58 0.28 -0.98
O -3.42802 3.11502 5.77423 0.75 0.19 -0.42
C -2.56391 3.81354 3.26704 0.81 -1.33 -0.63
H -3.75030 3.65057 1.49366 -0.61 -0.23 0.14
H -2.62427 2.36748 1.49307 0.78 0.22 0.45
H -4.46458 1.06662 2.10437 -0.23 0.23 0.02
H -5.05966 2.37130 3.24505 -0.27 -0.50 0.05
H -2.49098 0.70946 3.41984 0.19 -0.05 -0.15
H -3.69552 0.47290 4.63394 -0.34 0.65 0.29
H -1.55707 4.07005 2.93752 0.31 -0.54 0.26
H -2.96019 4.81343 3.44396 -0.87 -0.51 0.51
C 1.60715 -0.81214 2.72771 0.50 0.19 -1.04
C 2.62580 -0.76450 3.88264 -1.08 -1.27 0.73
C 1.76731 -1.15680 5.15800 0.98 -0.42 -0.58
S 0.80659 -2.56723 4.60202 -2.58 0.36 -1.34
O -0.48217 -2.60200 5.31462 1.73 -0.35 -0.24
O 1.54081 -3.80150 4.34140 0.05 1.03 0.99
C 0.49767 -1.81818 2.97120 -0.84 0.63 1.53
H 2.00903 -1.14500 1.77073 0.74 0.65 0.07
H 1.20896 0.19554 2.60887 -0.31 -0.15 -0.28
H 3.08660 0.20904 4.04998 0.10 -0.26 -0.24
H 3.33107 -1.54705 3.60283 0.53 0.13 0.71
H 1.04793 -0.36960 5.38363 -0.14 -0.06 -0.04
H 2.24920 -1.45197 6.09007 0.42 0.17 -0.17
H -0.36510 -1.16502 3.10202 -0.58 -0.73 0.08
H 0.26828 -2.62760 2.27814 0.40 0.24 -0.18
C -2.65982 -3.38742 -5.81310 1.76 -2.03 -0.07
C -2.88100 -2.55385 -4.55168 -0.18 0.70 0.24
C -1.93574 -1.28037 -4.56095 -1.19 -0.25 -0.37
S -0.67886 -1.57229 -5.84084 0.79 0.13 -0.94
O 0.52369 -2.20191 -5.24782 -1.50 0.73 -0.53
O -0.49655 -0.42088 -6.74377 0.05 -1.14 1.58
C -1.65930 -2.78977 -6.78698 -0.41 1.34 0.35
H -3.52593 -3.74197 -6.37188 -0.30 0.44 0.34
H -2.13582 -4.30105 -5.53238 -0.36 -0.35 0.45
H -2.79866 -3.12705 -3.62823 0.69 -0.23 -0.17
H -3.95101 -2.34677 -4.53448 0.08 1.02 -0.04
H -1.50432 -0.94362 -3.61830 0.30 -0.53 0.06
H -2.51943 -0.41830 -4.88380 0.12 0.07 -0.39
H -0.98875 -3.49390 -7.27960 -0.11 0.13 0.07
H -2.22696 -2.18334 -7.49275 0.53 0.13 -0.33
C -4.68652 -0.19430 -2.08666 -0.53 -1.14 0.40
O -4.22161 0.78699 -2.94913 -0.12 2.68 -1.84
C -5.02067 1.86909 -3.30327 -2.75 -1.87 3.22
O -6.20512 2.02618 -2.99269 2.04 -1.03 -0.58
O -4.31780 2.76377 -3.88318 2.50 0.29 -0.31
C -4.96697 3.91357 -4.29107 -1.46 1.83 -1.99
H -4.10999 -1.08623 -2.33194 0.04 -0.04 0.08
H -5.73812 -0.42881 -2.25177 -0.08 0.20 0.17
H -4.47174 0.04557 -1.04530 -0.15 0.21 0.00
H -5.21020 4.72710 -3.60763 0.41 -0.65 1.08
H -5.92854 3.65442 -4.73416 0.05 -0.06 -0.12
H -4.36720 4.40521 -5.05702 0.24 -0.42 -0.07
C -2.16906 -3.88091 -0.26127 0.20 0.31 1.55
O -2.08525 -4.79927 -1.29522 0.09 -1.68 -1.56
C -2.31889 -6.12778 -1.05870 -1.13 1.12 3.43
O -2.54229 -6.59396 0.07934 0.98 0.67 -3.85
O -2.36272 -6.68505 -2.25985 0.93 -1.54 -0.20
C -2.43437 -8.13016 -2.29795 -1.37 -0.97 0.50
H -1.25056 -3.29737 -0.19858 0.11 -0.01 -0.15
H -2.27663 -4.44146 0.66733 -0.25 0.31 0.19
H -2.98540 -3.17362 -0.40775 -0.18 -0.29 -0.15
H -3.45613 -8.40378 -2.03478 -0.09 0.04 0.12
H -1.81337 -8.72176 -1.62529 0.41 0.91 0.41
H -2.27652 -8.60327 -3.26715 0.25 1.15 -0.42
C 1.77382 -3.77244 -0.82798 0.40 1.46 0.25
O 1.95280 -4.47532 0.39705 0.12 -0.45 0.19
C 2.95031 -4.13628 1.23426 -0.52 1.60 -0.03
O 3.61624 -3.09997 1.07189 -0.48 -2.58 0.93
O 2.91484 -5.02886 2.25210 0.89 1.56 -1.15
C 4.01083 -4.99884 3.18603 0.47 -0.19 0.00
H 2.31262 -4.26348 -1.63834 -0.54 -0.45 -0.07
H 2.17074 -2.75757 -0.80392 0.37 -0.08 0.61
H 0.72124 -3.53288 -0.97893 -0.06 -0.99 -0.21
H 4.91803 -5.29811 2.66114 -0.04 -0.48 0.03
H 3.72176 -5.69109 3.97681 0.15 0.04 -0.24
H 4.29469 -4.05193 3.64525 -0.87 0.37 -0.24
C -2.26032 8.61535 -1.62881 2.19 -0.41 -0.24
O -2.74204 7.33571 -1.17122 -0.88 0.39 0.46
C -1.98305 6.22487 -1.16747 -0.64 -0.07 -1.29
O -0.81052 6.15899 -1.42038 -0.20 -0.21 0.49
O -2.84027 5.16980 -0.99083 0.04 2.62 -0.01
C -2.32169 3.89712 -0.95590 0.58 -2.57 -0.09
H -1.17664 8.53761 -1.71650 0.14 -0.21 -0.39
H -2.32086 9.46532 -0.94911 -1.04 -0.57 0.54
H -2.64243 8.89994 -2.60916 -0.40 -0.42 0.18
H -3.12663 3.20021 -0.72245 -0.18 0.34 0.60
H -1.50565 3.76500 -0.24546 -0.01 0.10 0.07
H -2.02287 3.44972 -1.90386 0.43 0.77 -0.27
C 2.10773 4.42153 -0.64493 -0.03 -1.29 -0.20
O 2.53297 5.73158 -0.57572 -3.22 0.90 0.07
C 3.73544 6.12658 -0.61979 2.72 0.14 0.17
O 4.69165 5.53762 -1.08652 -0.22 0.38 0.26
O 3.72569 7.30041 0.00199 -0.50 1.28 1.05
C 4.91651 8.02186 0.27748 1.34 -0.99 -1.59
H 1.02623 4.40241 -0.51043 0.14 0.22 0.07
H 2.58518 3.89856 0.18371 -0.04 -0.54 -0.22
H 2.31946 3.99617 -1.62592 0.27 -0.27 0.13
H 4.80567 8.98099 0.78334 -0.84 -0.40 -0.01
H 5.34968 8.17823 -0.71045 0.45 0.46 0.11
H 5.62448 7.38564 0.80861 -0.09 0.05 0.25
C 1.32739 3.87070 3.18329 -0.25 0.83 -0.72
C 2.40207 2.90012 3.62763 -1.40 0.49 -0.10
O 3.28739 3.58251 4.50352 1.03 -0.57 2.04
P 3.63850 3.05388 6.01046 -1.57 -1.14 -1.39
O 4.30845 4.03934 6.85162 0.00 -0.16 -0.14
O 2.18932 2.51088 6.57846 3.37 -0.71 -2.79
C 1.33637 3.31887 7.30472 -1.62 1.98 -0.82
C 1.19835 2.61820 8.55288 -0.47 0.16 2.38
O 4.46322 1.66950 5.69076 -0.83 0.70 0.37
C 5.06922 0.96345 6.78698 0.53 -0.62 1.57
C 6.07130 -0.17175 6.37305 -0.78 1.64 -0.53
H 1.71598 4.76944 2.70437 0.40 -0.12 -0.31
H 0.66576 3.37547 2.47258 0.01 -0.13 -0.14
H 0.68569 4.29515 3.95540 0.20 -0.59 0.54
H 1.81714 2.10941 4.09745 0.58 -0.36 0.38
H 2.95925 2.51567 2.77332 0.09 -0.05 0.07
H 1.69848 4.34327 7.39181 0.37 -0.01 0.22
H 0.36369 3.40740 6.82082 0.10 -0.19 -0.50
H 0.58123 3.17133 9.26092 -0.02 0.09 0.11
H 0.69086 1.66779 8.38772 0.55 -0.24 0.17
H 2.22117 2.60497 8.92940 -0.17 -0.83 0.60
H 5.58961 1.67484 7.42824 0.59 0.31 -0.46
H 4.35916 0.62679 7.54233 -0.85 -0.49 -0.63
H 6.44388 -0.75364 7.21608 -0.10 0.40 0.18
H 5.68739 -0.88427 5.64296 -0.26 0.21 -0.05
H 6.86587 0.42134 5.92028 0.44 -0.61 -0.14
C -5.65676 -4.29294 -2.77291 -1.26 -1.11 -0.38
C -6.43420 -5.04385 -1.68013 0.36 0.13 -0.18
O -5.58248 -4.98586 -0.55069 -0.32 0.27 3.06
P -6.03694 -4.26492 0.86844 -0.08 -1.38 -1.84
O -7.48233 -4.33519 1.18761 1.21 0.25 -0.06
O -5.05291 -4.94076 1.92850 0.27 0.20 -0.43
C -5.43351 -5.19122 3.29308 -1.77 -0.99 0.49
C -6.24427 -6.51542 3.42792 0.17 0.94 -0.89
O -5.43308 -2.83465 0.52127 0.15 -0.76 0.08
C -5.12031 -1.91175 1.55664 0.85 0.01 0.61
C -3.79326 -2.23582 2.34696 -1.51 0.55 -0.38
H -5.48386 -3.24819 -2.51464 -0.09 -0.12 -0.04
H -4.72843 -4.81153 -3.01241 0.19 0.10 0.41
H -6.25853 -4.41493 -3.67352 -0.05 0.58 -0.31
H -7.44951 -4.71278 -1.46187 0.15 0.86 0.03
H -6.63338 -6.09460 -1.89072 0.58 -0.20 -0.41
H -4.60174 -5.31086 3.98731 0.57 0.60 -0.72
H -6.06682 -4.36391 3.61336 0.10 0.04 0.17
H -6.93163 -6.45700 4.27185 0.34 -0.18 0.22
H -6.87828 -6.59509 2.54487 -0.02 -0.14 -0.01
H -5.56481 -7.36716 3.45924 -0.20 -0.03 0.20
H -4.90683 -0.99911 1.00021 -0.20 0.16 0.25
H -6.03236 -1.79797 2.14257 0.22 0.28 0.43
H -3.81037 -3.00280 3.12127 -0.29 -0.28 -0.46
H -3.06145 -2.44666 1.56715 0.28 0.21 0.54
H -3.59583 -1.32260 2.90834 0.48 0.15 -0.31
```
Forces are in eV/Å.

Computed properties:
- frontier orbital gap (eV) = 9.45
- M (u) = 1537.109
- spin multiplicity = 1
- E_HOMO (eV) = -9.7
- E_tot (eV) = -203325.450